# 1
28
Properties=species:S:1:pos:R:3:forces:R:3:nbo_charge:R:1 method="wB97M-V/def2-TZVPD" orbital_gap_ev=8.819 lumo_ev=0.859 relative_energy_kcal_mol=78.2 smiles="CSN(C)C(C)C.O=C1CC1"
C 0.243659 -2.873223 -0.483081 -3.6 -0.1 -0.4 -0.77
S 0.558293 -1.157798 -0.403806 0.5 1.6 -0.1 0.40
N -0.856231 -0.578610 0.342995 -0.9 -0.4 -1.6 -0.62
C -0.684267 0.348783 1.423282 -1.4 1.5 0.5 -0.42
C -1.998861 -0.239636 -0.606213 0.7 1.4 -0.3 -0.06
C -1.947446 1.216955 -1.038340 1.2 1.7 -1.4 -0.64
C -3.334562 -0.636304 0.008281 0.4 -2.6 -2.1 -0.62
H -0.893961 -2.959524 -0.934958 3.1 -0.4 0.9 0.21
H 1.043140 -3.305404 -1.029661 0.3 -0.4 -1.2 0.24
H 0.304783 -3.335481 0.477275 -0.4 -0.3 0.8 0.21
H -1.593345 0.291690 2.051308 0.4 -0.2 0.1 0.19
H 0.175550 0.084705 2.013803 0.3 -0.1 0.2 0.22
H -0.682740 1.472076 1.193948 0.6 -1.3 -0.3 0.17
H -1.873795 -0.670153 -1.628442 0.3 -0.9 1.3 0.22
H -2.286503 1.991918 -0.376859 -0.2 0.0 1.1 0.20
H -0.870778 1.568620 -1.323544 -1.8 -0.9 0.2 0.21
H -2.627183 1.398381 -1.904125 0.7 -0.4 0.2 0.22
H -3.154038 -1.735482 0.175887 -0.7 1.0 0.5 0.22
H -4.184949 -0.589307 -0.712937 0.7 0.2 0.3 0.21
H -3.613081 -0.109068 0.874069 -0.1 0.6 1.3 0.21
O 3.952785 -0.852531 0.082193 0.4 0.1 0.5 -0.48
C 3.733143 0.315317 0.209860 -0.5 -1.6 -0.7 0.60
C 3.761775 1.543342 0.949422 1.0 0.2 -0.5 -0.53
C 3.198318 1.437144 -0.513738 -1.0 1.5 0.6 -0.53
H 3.086137 1.811485 1.683534 -1.6 0.0 1.3 0.23
H 4.669697 2.036383 1.167130 1.2 0.3 -0.2 0.23
H 3.772168 1.927833 -1.292846 -0.3 -0.1 -0.1 0.24
H 2.102293 1.597878 -0.404443 0.9 -0.3 -0.9 0.24

# 2
28
Properties=species:S:1:pos:R:3:forces:R:3:nbo_charge:R:1 method="wB97M-V/def2-TZVPD" orbital_gap_ev="6.554 / 6.553" lumo_ev="-0.128 / -0.128" relative_energy_kcal_mol=143.5
C -1.498670 -0.746794 0.828253 0.0 -0.6 2.8 0.34
C -1.278096 0.543457 0.363555 2.9 0.9 0.9 0.16
C -3.559242 -1.270826 -0.329294 -1.8 -0.5 0.6 -0.61
C -0.263604 2.355666 -0.583618 -0.9 1.7 0.8 -0.42
C 1.760675 -0.200249 2.035156 -1.9 -3.1 -1.2 -1.16
C 1.672596 -1.369902 -0.993625 -2.4 3.4 -3.0 -1.15
C 2.642926 1.514556 -0.468318 -0.3 -0.7 -2.5 -1.17
C -2.096114 -1.450627 -0.355965 1.3 -2.8 -0.9 -0.47
N -1.392193 1.750307 0.126669 -0.5 -0.9 -1.0 -0.45
O -1.333676 -1.179082 2.034384 -0.2 0.9 -3.2 -0.65
Si 1.715781 0.051740 0.184524 -3.0 0.4 -0.1 1.64
H -4.127628 -1.144322 -1.230826 0.4 0.2 -0.9 0.21
H -3.809638 -0.458834 0.311200 -0.3 1.0 0.4 0.22
H -4.054483 -2.101415 0.126356 -0.2 -0.8 0.5 0.21
H -0.643384 3.171762 -1.253894 0.5 -0.7 0.5 0.21
H 0.379294 1.650416 -1.124084 -0.6 0.0 0.1 0.18
H 0.279793 2.813726 0.263610 0.3 0.2 -0.7 0.20
H 0.944643 0.243135 2.572529 -0.8 0.2 -0.1 0.29
H 1.759139 -1.296181 2.341824 -0.4 1.1 -0.8 0.27
H 2.593365 0.112840 2.496762 3.4 1.6 1.4 0.24
H 0.750094 -1.896833 -1.036955 -0.6 -0.7 0.6 0.27
H 1.813970 -1.077795 -2.094859 0.1 0.0 1.6 0.25
H 2.452405 -1.897412 -0.700830 3.6 -3.3 1.0 0.22
H 2.461885 2.076294 -1.437100 -0.3 -1.2 1.0 0.27
H 2.708300 2.235440 0.249286 0.2 2.0 2.2 0.24
H 3.611059 1.100213 -0.593970 1.5 -0.3 -0.1 0.24
H -1.688050 -0.977686 -1.223114 0.3 0.4 -0.7 0.21
H -1.801147 -2.551591 -0.507652 -0.3 1.4 0.7 0.21

# 3
28
Properties=species:S:1:pos:R:3:forces:R:3:nbo_charge:R:1 method="wB97M-V/def2-TZVPD" total_charge=-1 orbital_gap_ev="4.167 / 4.168" lumo_ev="2.934 / 2.934" relative_energy_kcal_mol=0.0
C 0.276354 0.724358 -1.915579 0.2 1.0 0.9 -1.06
C 0.080370 -0.050501 -3.020746 -0.2 -1.1 -1.1 -0.27
C -0.249531 -1.432161 -3.055734 0.1 0.3 0.0 -0.36
C -0.357348 -2.292724 -1.933184 0.0 -0.4 -1.2 -0.28
C -0.273788 -1.952372 -0.619183 0.0 0.1 1.5 -1.04
Zn -0.176885 -0.053665 -0.174219 0.3 -0.9 -1.4 1.36
P 0.130258 2.347064 0.531313 -0.1 0.0 0.6 -0.01
H 0.663440 1.746429 -2.085701 -0.3 -0.2 -0.3 0.13
H 0.183266 0.392674 -4.024213 0.1 0.0 0.1 0.14
H -0.367646 -1.889495 -4.044804 0.0 0.1 0.3 0.16
H -0.275712 -2.780457 0.116230 -0.2 -0.1 -0.4 0.13
H -0.525325 -3.347249 -2.206341 0.1 0.1 0.0 0.14
H -0.965258 2.864199 1.297063 0.6 0.4 0.0 -0.03
H 0.290458 3.418294 -0.387677 0.0 -0.3 0.3 0.02
H 1.231003 2.628471 1.406943 -0.4 0.6 0.0 -0.04
C -1.570091 -1.931391 3.134342 0.0 0.0 0.1 -0.95
P -0.405279 -0.803748 2.281043 0.1 0.6 -0.3 0.82
C -0.381820 0.596581 3.466049 -0.1 -0.3 0.5 -0.96
C 1.214014 -1.599957 2.603858 -0.1 -0.1 0.2 -0.96
H -2.576988 -1.499649 3.083290 0.2 -0.1 0.0 0.23
H -1.276881 -2.053566 4.185587 -0.1 -0.1 -0.1 0.20
H -1.574588 -2.904446 2.631989 0.0 0.2 0.1 0.25
H -0.392878 0.198180 4.489319 0.1 0.3 0.0 0.20
H 0.500807 1.221565 3.305323 -0.1 -0.1 0.1 0.23
H -1.276317 1.210239 3.315793 0.1 -0.1 0.0 0.23
H 1.304226 -1.874366 3.662835 0.1 0.0 -0.1 0.20
H 1.294787 -2.495891 1.976463 0.0 0.2 0.1 0.26
H 2.018254 -0.911414 2.319840 -0.2 -0.1 0.0 0.24

# 4
32
Properties=species:S:1:pos:R:3:forces:R:3:nbo_charge:R:1 method="wB97M-V/def2-TZVPD" orbital_gap_ev=9.757 lumo_ev=0.407 relative_energy_kcal_mol=11.1 smiles="CN(C)C=O.CN(C)C=O.BrCCBr"
C -0.801375 1.760363 -3.065976 0.3 -0.3 0.6 -0.41
N -0.338834 2.622830 -4.126483 0.0 0.1 0.6 -0.43
C 0.857403 3.381634 -3.813771 0.3 0.0 -0.8 -0.43
C -0.955814 2.719738 -5.321919 -0.1 0.1 0.4 0.54
O -0.645100 3.488989 -6.202909 -0.1 -0.1 -0.3 -0.62
H -1.311650 2.308628 -2.267430 0.0 0.2 -0.1 0.19
H 0.078978 1.288886 -2.615538 -0.1 0.0 0.0 0.20
H -1.457464 0.941296 -3.359853 0.0 0.2 -0.5 0.22
H 1.688153 2.672024 -3.780008 0.2 0.2 0.3 0.19
H 1.068118 4.079524 -4.622258 -0.2 -0.1 -0.1 0.24
H 0.803835 3.972394 -2.901161 -0.3 -0.3 0.2 0.20
H -1.794640 2.004708 -5.362773 -0.1 0.1 -0.3 0.10
C 1.486110 -3.549035 3.355193 -0.5 -0.4 1.2 -0.41
N 0.225076 -2.879636 3.089059 0.7 0.3 0.2 -0.43
C -0.276545 -2.056502 4.174936 0.0 -0.5 0.1 -0.42
C -0.563987 -3.266680 2.078025 -0.8 0.0 -0.3 0.54
O -1.713697 -2.896403 1.908469 0.2 0.0 -0.1 -0.64
H 1.904267 -4.070164 2.502720 0.0 0.3 -0.3 0.22
H 1.308292 -4.294341 4.149280 0.1 -0.1 -0.2 0.19
H 2.187368 -2.858280 3.823995 0.2 0.2 -0.5 0.20
H 0.429910 -1.264781 4.423612 0.0 0.0 -0.1 0.19
H -1.242409 -1.635706 3.920832 0.0 0.0 -0.1 0.24
H -0.386239 -2.706572 5.049881 -0.1 0.2 0.1 0.20
H -0.073333 -3.978153 1.397803 0.1 0.0 0.0 0.12
Br -1.205160 2.509668 1.399512 0.0 -0.4 -0.1 -0.03
C -0.820198 0.668768 0.806434 0.6 0.3 0.6 -0.44
C 0.618657 0.360947 1.142318 0.7 -0.2 -0.1 -0.44
Br 1.193687 -1.181575 0.097928 0.1 -0.1 -0.3 -0.02
H -0.943948 0.645236 -0.268526 -0.3 0.0 0.0 0.23
H -1.483489 0.003058 1.347342 -0.2 0.0 -0.3 0.25
H 0.850143 0.054758 2.157950 -0.5 0.2 0.2 0.23
H 1.313886 1.154380 0.883315 -0.2 0.1 -0.2 0.23

# 5
32
Properties=species:S:1:pos:R:3:forces:R:3:nbo_charge:R:1 method="wB97M-V/def2-TZVPD" orbital_gap_ev=9.796 lumo_ev=0.630 relative_energy_kcal_mol=0.0 smiles="CN(C)C=O.CN(C)C=O.BrCCBr"
C 20.284798 1.838347 -14.790566 0.2 0.2 -0.1 -0.40
N 19.612592 0.621947 -14.425726 0.1 0.2 -0.5 -0.43
C 19.658562 -0.459506 -15.370329 0.3 -0.4 -0.5 -0.42
C 19.023189 0.497616 -13.229754 0.3 0.5 -0.1 0.54
O 18.567893 -0.523796 -12.790602 -0.7 -1.0 0.6 -0.63
H 21.333429 1.630964 -15.026799 -0.1 0.0 0.0 0.20
H 20.273171 2.537658 -13.955322 -0.1 0.0 0.0 0.22
H 19.810338 2.306429 -15.658450 0.1 0.0 0.0 0.19
H 20.681276 -0.846163 -15.495523 -0.1 0.1 0.1 0.19
H 19.034610 -1.287652 -15.049688 -0.1 0.1 0.2 0.24
H 19.321334 -0.117303 -16.358094 0.0 0.0 0.2 0.19
H 19.002525 1.448203 -12.691988 0.0 0.3 0.3 0.12
C 17.873532 3.124579 -6.792127 -0.1 -0.3 0.7 -0.40
N 18.848077 3.261648 -7.815007 0.3 0.3 -0.7 -0.43
C 20.144503 3.771227 -7.418050 -0.2 0.2 0.1 -0.42
C 18.574866 2.932046 -9.102654 -0.8 0.0 1.6 0.55
O 19.367011 2.968635 -9.996230 1.1 0.0 -1.6 -0.64
H 16.892972 2.964135 -7.225863 -0.2 0.0 0.0 0.21
H 17.865857 4.020587 -6.168688 -0.2 0.0 0.0 0.20
H 18.115718 2.272286 -6.142660 -0.1 0.1 0.0 0.19
H 20.030361 4.762659 -6.957479 0.0 -0.2 -0.1 0.19
H 20.607128 3.115745 -6.676775 0.1 -0.1 -0.1 0.20
H 20.760144 3.879282 -8.301339 0.2 -0.1 -0.1 0.24
H 17.526461 2.623299 -9.239442 0.0 0.0 0.0 0.11
Br 22.440727 0.556475 -11.717638 0.2 0.0 0.0 -0.02
C 21.731293 0.687335 -9.912604 -0.4 0.3 0.0 -0.45
C 20.614980 -0.313340 -9.787161 0.2 0.0 0.4 -0.42
Br 19.886538 -0.214210 -7.970292 0.0 0.0 0.0 -0.05
H 21.344851 1.695933 -9.811207 0.0 0.1 -0.1 0.25
H 22.530143 0.535901 -9.198353 0.2 -0.2 -0.1 0.22
H 20.974958 -1.329505 -9.878874 -0.1 -0.1 -0.2 0.23
H 19.798782 -0.096111 -10.458917 -0.1 -0.1 -0.2 0.25

# 6
34
Properties=species:S:1:pos:R:3:forces:R:3:nbo_charge:R:1 method="wB97M-V/def2-TZVPD" total_charge=+1 orbital_gap_ev=10.953 lumo_ev=-2.673
C -3.978001 2.553932 -1.269032 -0.1 0.0 0.0 -0.64
C -3.403183 2.204951 -2.628423 -0.1 -0.1 0.0 -0.19
Cl -2.472718 3.595669 -3.253818 0.1 0.2 0.0 -0.04
C -2.508090 0.950144 -2.683237 -0.1 0.2 0.2 -0.75
P -1.498330 0.682356 -1.215778 0.0 0.1 0.0 1.07
C -0.214612 1.933516 -1.032868 0.1 0.1 -0.1 -0.73
C 1.142462 1.339496 -0.645034 0.0 -0.2 0.0 -0.43
C 1.319085 0.843432 0.799545 0.3 -0.1 -0.3 -0.44
Br -0.296370 0.838988 1.873545 0.0 0.0 0.2 -0.01
H -3.199582 2.803240 -0.544444 0.0 0.0 0.0 0.20
H -4.611191 3.433287 -1.359324 0.0 0.0 0.0 0.26
H -4.593863 1.736722 -0.888776 0.0 0.0 0.0 0.23
H -4.222368 2.047942 -3.326443 0.1 0.0 -0.1 0.24
H -1.799841 1.047772 -3.506179 -0.1 -0.2 -0.2 0.28
H -3.106402 0.050439 -2.835933 0.0 0.0 0.0 0.28
H -0.891241 -0.564556 -1.358973 0.0 -0.1 0.0 0.06
H -2.298122 0.579002 -0.086010 -0.1 -0.1 0.0 0.06
H -0.571590 2.684181 -0.327251 0.0 0.0 0.0 0.28
H -0.144023 2.418369 -2.008590 0.0 0.0 0.0 0.28
H 1.350965 0.489966 -1.299660 0.0 0.1 -0.1 0.23
H 1.909070 2.079636 -0.868170 0.0 0.1 0.1 0.25
H 2.049912 1.436616 1.338239 -0.1 0.1 0.1 0.24
H 1.647864 -0.188102 0.767662 0.0 0.0 0.2 0.26
C 3.001432 -2.489085 3.284937 -0.1 0.0 0.1 -0.10
C 2.566344 -3.940002 3.221027 0.1 -0.1 0.1 -0.10
O 1.952253 -4.045071 1.922254 -0.1 0.1 0.0 -0.68
S 2.727213 -3.127396 0.883684 0.0 -0.1 0.3 2.56
O 3.683408 -3.878752 0.165535 0.1 0.0 -0.1 -0.88
O 1.762956 -2.338468 0.193004 -0.2 0.1 -0.2 -0.95
O 3.480558 -2.214401 1.953258 0.0 -0.1 0.0 -0.69
H 2.165239 -1.823914 3.506486 0.0 0.0 0.0 0.19
H 3.814376 -2.317075 3.983759 0.1 0.0 -0.1 0.22
H 1.824775 -4.196305 3.970994 -0.1 0.0 -0.1 0.22
H 3.411614 -4.626530 3.274013 0.0 0.0 0.0 0.21

# 7
28
Properties=species:S:1:pos:R:3:forces:R:3:nbo_charge:R:1 method="wB97M-V/def2-TZVPD" orbital_gap_ev="5.327 / 8.535" lumo_ev="-1.022 / 0.559" relative_energy_kcal_mol=41.7
C 1.609409 -2.343524 -1.438251 3.0 0.3 2.7 -0.61
C 2.650813 -1.597700 0.734042 0.9 -0.1 -2.4 -0.64
C 0.624605 -3.200509 0.872759 1.1 1.3 1.0 -0.63
C -2.317494 1.059882 -0.620244 0.9 1.8 0.2 -0.67
C -1.773655 2.610514 1.440463 -2.4 -2.4 0.2 -0.67
C -1.407437 3.387912 -0.969094 3.5 0.0 2.3 -0.68
C 1.337904 -2.014199 0.091649 0.1 0.1 -0.5 -0.32
C -1.873668 2.387031 -0.051865 -1.2 -1.8 1.4 0.10
P 0.182659 -0.460286 0.188590 0.6 -1.5 0.4 0.48
Br 1.468624 1.116681 -0.681782 0.2 0.0 -0.1 -0.24
H 2.450091 -3.125515 -1.573641 -1.3 1.3 0.3 0.21
H 0.727269 -2.693882 -1.781619 -2.7 -1.3 -1.7 0.20
H 1.849241 -1.399460 -1.918405 0.3 -0.2 -0.3 0.21
H 3.227894 -2.493473 0.864620 0.7 -0.4 -0.1 0.21
H 2.661165 -1.094843 1.639774 -0.7 0.8 2.1 0.21
H 3.179089 -0.870980 0.065256 -0.2 -1.0 0.3 0.22
H 0.640588 -4.207156 0.453800 0.5 0.2 -0.4 0.22
H 1.018372 -3.244141 1.944683 -0.6 0.0 -1.4 0.22
H -0.406136 -2.926435 0.916648 -1.0 -0.1 0.3 0.21
H -3.111505 1.247611 -1.391572 0.7 -0.8 0.7 0.22
H -1.334487 0.762236 -1.034930 -0.8 -0.5 -1.0 0.21
H -2.459726 0.337404 0.176585 -0.9 -0.1 -0.2 0.22
H -1.080432 3.338780 1.720286 1.3 1.1 0.4 0.21
H -1.618678 1.643687 2.077250 0.0 1.6 -1.3 0.22
H -2.787956 2.980764 1.779508 0.8 -0.2 0.0 0.21
H -1.716063 3.341651 -1.937184 -1.8 0.3 -2.6 0.22
H -1.439023 4.321593 -0.431411 0.0 0.8 -0.6 0.22
H -0.301475 3.136367 -1.135917 -0.8 0.7 0.3 0.22

# 8
37
Properties=species:S:1:pos:R:3:forces:R:3:lowdin_spin:R:1 method="wB97M-V/def2-TZVPD" total_charge=+1 orbital_gap_ev="9.240 / 8.097" lumo_ev="-2.247 / -3.474" relative_energy_kcal_mol=0.1 spin_multiplicity=5
Fe -0.018616 -0.256996 0.659576 0.2 -0.8 -0.3 3.64
C -0.765512 -1.701624 -3.278169 -0.2 0.0 0.1 0.00
C -1.100386 -2.715151 -2.181648 0.1 0.0 -0.1 0.01
S -0.481707 -2.500161 -0.479760 0.0 0.0 -0.1 0.04
C 1.191286 -3.173134 -0.431349 0.0 -0.1 0.1 0.00
C 2.302566 -2.293873 -0.983334 0.1 0.0 0.0 0.00
S 2.155578 -0.536467 -0.596138 0.1 0.2 0.0 0.05
C 1.422484 0.262690 -2.066806 -0.1 0.1 -0.2 0.01
C 1.730944 -0.282130 -3.452091 0.1 0.0 0.1 0.00
S 0.909938 -1.834916 -3.943005 0.1 0.0 0.0 0.00
H -0.996437 -0.681371 -2.973153 0.1 0.0 0.0 0.00
H -1.437719 -1.911477 -4.111842 0.0 0.0 0.0 0.00
H -0.779377 -3.716022 -2.476104 0.0 0.0 0.0 0.00
H -2.182386 -2.767909 -2.051264 0.0 0.1 0.0 0.00
H 1.204099 -4.155491 -0.906348 0.0 0.1 -0.1 0.00
H 1.349675 -3.346665 0.633289 0.0 0.0 0.1 0.00
H 2.367068 -2.383284 -2.060290 0.0 0.0 -0.1 0.00
H 3.263903 -2.602107 -0.571377 0.0 0.0 0.1 0.00
H 1.786426 1.287422 -1.982217 0.1 0.0 -0.1 0.00
H 0.343599 0.320904 -1.951877 -0.1 0.0 0.1 0.00
H 2.797347 -0.474665 -3.584582 0.0 0.0 0.0 0.00
H 1.465023 0.496046 -4.167617 0.0 0.0 0.0 0.00
C -1.277957 0.872547 5.510937 -0.1 -0.1 -0.1 0.00
N -0.960731 -0.152686 4.525660 0.0 -0.1 0.0 0.01
C 0.139724 -0.172351 3.799600 0.0 -0.1 0.2 0.02
N 1.052302 0.770700 3.990523 0.1 0.0 -0.1 0.00
S 0.415561 -1.458958 2.660675 -0.1 0.3 0.1 0.06
H -2.266196 0.668886 5.910554 0.0 0.0 0.0 0.00
H -1.301339 1.859332 5.043602 0.0 0.0 0.0 0.00
H -0.561251 0.858367 6.334052 0.0 0.0 0.0 0.00
H -1.604242 -0.909639 4.364600 -0.1 0.0 0.0 0.00
H 0.927942 1.520973 4.650057 0.0 0.0 0.0 0.00
H 1.880703 0.766007 3.421442 0.0 0.0 0.0 0.00
Cl 0.527495 2.079260 0.807837 -0.1 0.2 0.0 0.05
Si -1.719855 1.683441 1.328198 -0.1 0.2 0.3 0.04
Cl -2.077663 0.582518 -0.589793 0.1 0.1 0.0 0.04
Cl -2.474388 3.548585 0.918360 -0.1 0.1 -0.1 0.02

Largest force on an atom (computed, eV Å⁻¹): 3.600 5.071 1.672 1.382 1.955 0.436 4.171 0.883